(1)
Formula: C29H38N3O
Source: OMol25
Level of theory: wB97M-V/def2-TZVPD

Cartesian coordinates (Å):
C -0.49557 -1.73831 3.71716
N -1.90130 -1.72614 3.35900
C -2.61798 -2.93816 3.80993
C -4.09716 -2.52477 3.89868
C -4.10741 -0.97953 3.91130
C -2.63475 -0.54226 3.86239
H -0.00664 -0.84645 3.30421
H -0.34696 -1.74733 4.81260
H -0.01676 -2.63165 3.28874
H -2.44938 -3.76569 3.10519
H -2.25275 -3.25967 4.80408
H -4.65584 -2.91730 3.04196
H -4.54132 -2.92556 4.81669
H -4.63905 -0.58634 3.03725
H -4.59099 -0.59884 4.81700
H -2.28214 -0.26065 4.87308
H -2.47569 0.31842 3.19765
C 4.36127 1.14847 -2.74920
N 3.60755 0.90072 -1.54988
C 4.03916 1.38260 -0.34677
O 5.09013 1.98662 -0.13185
C 2.97556 1.05048 0.68234
C 2.41334 2.30477 1.35983
C 1.86377 3.27143 0.34172
C 2.73241 4.13971 -0.32730
C 2.25159 5.00897 -1.30402
C 0.88777 5.02028 -1.61703
C 0.00916 4.18447 -0.91949
C 0.49376 3.32292 0.06811
N 1.98480 0.32555 -0.09576
C 0.87700 -0.16345 0.48976
C -0.14440 -0.82000 -0.18608
C -1.27768 -1.37674 0.40586
C -2.33574 -1.96066 -0.37481
C -3.43338 -2.63136 0.23717
C -4.43156 -3.22438 -0.52988
C -4.37016 -3.17754 -1.93670
C -3.30743 -2.51283 -2.56204
C -2.32294 -1.89378 -1.79906
C 2.29407 0.28144 -1.54360
C 1.31417 1.08779 -2.43134
C 1.42138 0.46329 -3.82075
C 2.09009 -0.92438 -3.66294
C 2.38615 -1.13134 -2.17727
H 5.33051 1.56763 -2.46106
H 4.51497 0.21472 -3.30051
H 3.84884 1.86344 -3.40942
H 3.42503 0.37857 1.43322
H 1.64442 2.01357 2.08491
H 3.25070 2.77064 1.89752
H 3.79528 4.12298 -0.06891
H 2.94956 5.67212 -1.81760
H 0.51112 5.68784 -2.39494
H -1.05953 4.19461 -1.14101
H -0.18543 2.67801 0.63340
H 0.82711 -0.02619 1.57216
H -0.02412 -0.89281 -1.26617
H -1.36548 -1.37988 1.49034
H -3.46037 -2.66687 1.33077
H -5.26479 -3.73183 -0.04166
H -5.14410 -3.65160 -2.54251
H -3.23760 -2.46646 -3.64981
H -1.53414 -1.34510 -2.31293
H 0.30032 1.00035 -2.02421
H 1.59045 2.15025 -2.41483
H 0.42978 0.36481 -4.28264
H 2.02455 1.10549 -4.47785
H 1.42895 -1.71202 -4.04878
H 3.01639 -0.96264 -4.25295
H 3.38281 -1.55198 -1.99566
H 1.64663 -1.79042 -1.71480

- HOMO energy (eV) = -11.470
- HOMO-LUMO gap (eV) = 6.896
- charge = +1
- energy relative to the best compared isomer or geometry (same formula, charge and spin) (kcal/mol) = 0.00

***

(2)
Formula: C29H38N4O2P2Pt
Source: OMol25
Level of theory: wB97M-V/def2-TZVPD

Cartesian coordinates (Å):
Pt -0.49689 -2.75725 2.33880
C -0.94156 1.91198 4.15142
C -1.44107 1.43959 3.02346
C -1.18581 1.85782 1.61863
C 0.09324 1.28643 0.93838
C 1.31089 1.00613 1.75832
C 1.72788 1.69750 2.83578
C 1.19192 3.02992 3.25059
C 0.14661 2.90096 4.37367
C 1.32531 -2.21873 3.01597
H -1.59842 1.79684 5.04277
H -2.16840 0.59960 3.08863
H -1.19192 2.97114 1.53278
H -2.02724 1.42542 1.04518
H -0.18559 0.31291 0.47547
H 0.34597 1.94249 0.08303
H 1.76170 0.04700 1.56197
H 2.54096 1.30988 3.43814
H 0.74065 3.53110 2.38845
H 2.02704 3.66829 3.58865
H 0.66284 2.63822 5.30722
H -0.25827 3.91165 4.51848
H 1.28334 -1.20240 3.43191
H 2.14865 -2.31282 2.33635
H 1.47367 -2.90902 3.90282
P 1.57298 -1.19580 -1.06901
P -2.14124 -0.27476 -1.13520
N 2.97191 -0.12574 -1.55041
N 2.10033 -2.44716 -2.18356
N -2.13848 1.30690 -2.00845
N -3.65100 -0.77922 -1.94393
C 0.43000 -0.39646 -2.27473
C -0.95774 -1.07299 -2.29926
C 4.10826 0.02331 -0.75078
C 5.01938 0.86740 -1.39388
C 4.43426 1.24560 -2.64325
C 3.18597 0.61278 -2.71215
C 2.36065 -3.75447 -1.76677
C 2.90059 -4.46255 -2.83178
C 2.96621 -3.56888 -3.95417
C 2.46477 -2.34253 -3.53350
C -2.56158 2.51391 -1.43032
C -2.53246 3.51012 -2.38088
C -2.08665 2.92163 -3.60412
C -1.81429 1.58437 -3.34235
C -4.40781 -0.25136 -3.00753
C -5.30208 -1.22428 -3.45695
C -5.10250 -2.38828 -2.64127
C -4.10284 -2.08963 -1.72961
H 0.82463 -0.41118 -3.29733
H 0.36515 0.65861 -1.97804
H -1.36709 -1.09656 -3.32958
H -0.90434 -2.12591 -1.97011
H 4.16897 -0.46939 0.20343
H 5.98665 1.17365 -1.02450
H 4.85017 1.88161 -3.40758
H 2.45735 0.64604 -3.50096
H 2.11876 -4.04196 -0.75258
H 3.21938 -5.49510 -2.81457
H 3.34056 -3.78417 -4.94788
H 2.32506 -1.41885 -4.08250
H -2.85112 2.55682 -0.38796
H -2.81711 4.54741 -2.22526
H -1.99403 3.40447 -4.56783
H -1.38086 0.81979 -3.97645
H -4.27634 0.76605 -3.33569
H -6.00044 -1.12060 -4.27278
H -5.62223 -3.33056 -2.72977
H -3.66780 -2.67689 -0.93996
C -0.10071 -0.59217 6.04616
C -1.12310 -1.41862 5.29280
O -2.20234 -1.72971 5.75200
O -0.71841 -1.73223 4.07454
H -0.16998 -0.89741 7.09048
H -0.40060 0.45566 5.98021
H 0.93772 -0.66535 5.69870

- HOMO energy (alpha / beta) (eV) = -12.944 / -13.140
- HOMO-LUMO gap (alpha / beta) (eV) = 7.390 / 3.730
- spin multiplicity = 5
- charge = +2
- energy relative to the best compared isomer or geometry (same formula, charge and spin) (kcal/mol) = 54.62

***

(3)
Formula: C29H38N4O8W
Source: OMol25
Level of theory: wB97M-V/def2-TZVPD

Cartesian coordinates (Å):
W -0.31675 -0.25054 -0.04158
C -2.23430 0.04438 -1.38097
C -2.65504 0.28772 -0.02730
C -2.53852 -0.96246 0.66243
C -2.04803 -1.89581 -0.28692
C -1.91887 -1.31139 -1.55771
C -1.68140 -2.07314 -2.84105
C -1.35453 -1.14439 -4.01115
C -3.00952 -2.79070 -3.14341
C -0.57880 -3.12359 -2.66718
C -3.02944 -1.50031 2.01141
C -4.42620 -2.08970 1.73494
C -3.10916 -0.47536 3.14453
C -2.14721 -2.64647 2.52920
C -3.30786 1.61422 0.37165
C -4.80531 1.34673 0.60505
C -2.66486 2.28714 1.61064
C -3.24500 2.60855 -0.79911
H -2.25454 0.77039 -2.17350
H -1.91277 -2.94566 -0.09658
H -2.16999 -0.43912 -4.19216
H -1.23482 -1.74363 -4.91587
H -0.43516 -0.58616 -3.85189
H -3.80459 -2.07240 -3.35737
H -3.32935 -3.41174 -2.30313
H -2.88734 -3.43577 -4.01702
H 0.32398 -2.69025 -2.24044
H -0.32394 -3.54881 -3.63945
H -0.90668 -3.94237 -2.02122
H -5.12772 -1.34069 1.36973
H -4.82895 -2.51501 2.65738
H -4.37163 -2.88664 0.98886
H -3.78838 0.34562 2.93685
H -2.12667 -0.06418 3.36981
H -3.47617 -0.98318 4.03964
H -2.07248 -3.48135 1.83271
H -2.60010 -3.03313 3.44440
H -1.14612 -2.30600 2.77954
H -4.99727 0.74481 1.48827
H -5.24737 0.83783 -0.25547
H -5.32131 2.30097 0.73390
H -1.85787 1.70266 2.04575
H -3.40689 2.46714 2.38971
H -2.24364 3.25552 1.33941
H -3.82341 2.25764 -1.65723
H -2.22287 2.80080 -1.11666
H -3.68817 3.55040 -0.47091
O -0.17069 -0.16759 1.88493
N 0.73404 -0.98713 2.53118
N 1.07450 -1.97271 1.67914
O 0.50809 -2.02747 0.43911
C 1.82685 -3.06720 2.10008
C 2.27256 -3.13756 3.42225
C 3.02908 -4.22837 3.81863
C 3.34492 -5.24378 2.92513
C 2.89410 -5.15749 1.61474
C 2.13783 -4.07630 1.19017
H 2.01629 -2.35198 4.11788
H 3.36889 -4.28700 4.84516
H 3.93427 -6.09186 3.24699
H 3.13191 -5.94275 0.90801
H 1.78676 -4.00249 0.17180
O 6.14031 1.10903 -1.21396
C 4.87022 1.46614 -1.52488
O 4.63683 2.15275 -2.46952
C 3.82390 0.97359 -0.58283
C 3.83818 1.03238 0.80803
N 2.66324 0.55800 1.23764
N 1.89447 0.22237 0.21543
C 2.55933 0.46124 -0.88727
C 1.80803 0.05690 -2.13399
O 2.27947 -0.01315 -3.23350
O 0.57266 -0.26122 -1.81127
H 6.13647 0.47804 -0.48368
H 4.58078 1.39219 1.50075
H 2.22791 0.61837 2.15153
O 0.86532 2.71751 1.39396
C 0.29667 2.77218 0.33158
O -0.27466 1.79886 -0.33428
H 0.10434 3.73992 -0.15990

- HOMO energy (alpha / beta) (eV) = -6.687 / -8.451
- HOMO-LUMO gap (alpha / beta) (eV) = 6.762 / 7.888
- spin multiplicity = 3
- charge = 0
- energy relative to the best compared isomer or geometry (same formula, charge and spin) (kcal/mol) = 17.51

***

(4)
Formula: C29H38NO3P2SiTl
Source: OMol25
Level of theory: wB97M-V/def2-TZVPD

Cartesian coordinates (Å):
Tl -1.20148 -0.94733 -0.13462
P -0.41987 0.09687 2.37993
C -0.72746 1.82353 2.25593
C -0.41737 2.54646 1.09361
N -0.14857 1.91931 -0.10233
C 0.60436 2.37758 -1.10899
C 1.00386 3.68326 -1.04812
C 0.62653 4.48351 0.03433
C -0.12337 3.92936 1.05883
C 0.96221 1.41578 -2.20887
P -0.31240 0.19950 -2.77173
H -0.42370 4.55130 1.90105
H 1.54276 4.07109 -1.88873
H 0.88939 5.53660 0.01955
H 1.29553 1.98299 -3.08891
H 1.78452 0.78357 -1.83496
H -5.70321 2.43083 2.37337
H -1.23409 2.33780 3.07342
H -2.89977 1.89959 -1.81050
O -4.89267 2.19444 2.82468
H -5.09873 1.44141 3.39753
H -0.66069 1.00955 -0.21514
O -3.05856 1.53795 -0.92723
H -2.71237 2.35612 -0.49012
C -1.37810 1.25705 -3.79190
H -1.05242 1.39470 -4.83296
H -2.39604 0.82447 -3.81402
H -1.45182 2.24851 -3.31222
C 0.61171 -0.75568 -4.00088
H -0.09119 -1.49309 -4.42119
H 0.94256 -0.06927 -4.79609
H 1.46902 -1.32077 -3.60340
C 1.37132 -0.03024 2.53171
H 1.63758 0.87236 3.09687
H 1.70108 -0.92944 3.06475
H 1.79111 -0.03486 1.52264
C -1.03212 -0.40154 4.01834
H -0.70814 -1.42187 4.25600
H -0.69993 0.27603 4.81839
H -2.12715 -0.42080 3.93565
O 1.26501 -1.75481 -0.24267
Si 1.62201 -3.30116 -0.10796
C 0.03732 -4.30934 -0.34535
C -0.22917 -4.90545 -1.58633
C -1.41578 -5.62065 -1.79068
C -2.34243 -5.72934 -0.74651
C -2.08062 -5.15909 0.50121
C -0.88679 -4.45787 0.70887
C 2.74273 -3.75544 -1.52269
C 3.28219 -2.70791 -2.28691
C 4.10751 -3.00070 -3.37830
C 4.41111 -4.33008 -3.68533
C 3.89921 -5.37926 -2.91251
C 3.05382 -5.08740 -1.82799
C 2.55689 -3.65288 1.49977
C 3.92434 -3.97161 1.43791
C 4.63551 -4.31422 2.59838
C 3.96588 -4.38563 3.82835
C 2.60510 -4.07728 3.90118
C 1.90200 -3.71657 2.74581
H 0.51686 -4.85011 -2.39107
H -1.59650 -6.10014 -2.75435
H -3.27511 -6.26618 -0.90969
H -2.79247 -5.26563 1.33068
H -0.66392 -4.04860 1.69925
H 3.05479 -1.66959 -2.02118
H 4.50262 -2.18087 -3.98522
H 5.04527 -4.54177 -4.54286
H 4.14178 -6.41685 -3.16015
H 2.64224 -5.91066 -1.22934
H 4.43811 -3.99621 0.47108
H 5.70853 -4.51685 2.54571
H 4.51768 -4.63232 4.73414
H 2.08742 -4.10229 4.86339
H 0.83352 -3.51775 2.82829

- HOMO energy (alpha / beta) (eV) = -12.984 / -13.006
- HOMO-LUMO gap (alpha / beta) (eV) = 3.768 / 4.206
- charge = +2
- energy relative to the best compared isomer or geometry (same formula, charge and spin) (kcal/mol) = 18.57